(1)
DFT (the ωB97M-V functional and the def2-TZVPD basis) results for a cluster of 7 separate species, C44H68ClIN3O28S6 in total in a non-equilibrium geometry.

Structure (XYZ):
```
151
Properties=species:S:1:pos:R:3:forces:R:3
O -2.427 -4.800 6.201 0.0 0.4 0.0
H 8.539 -4.038 2.108 0.2 -0.1 -0.1
O 8.551 -7.092 -0.780 0.1 -0.1 -0.2
O -4.059 2.513 1.063 -0.2 0.0 0.2
C 0.241 -0.398 3.902 -0.2 -0.2 -0.6
H 1.924 5.458 -0.689 0.3 0.3 -0.2
C -2.966 -0.035 6.773 0.3 -0.4 0.1
O -5.583 4.031 -3.344 0.2 -0.3 0.0
H -1.108 -0.100 -2.421 -0.1 -0.3 0.4
H 2.705 6.302 2.215 0.5 0.0 -0.1
C -2.305 1.354 -0.196 -0.6 -0.1 0.8
H 2.738 -3.366 1.888 0.3 0.0 0.2
H -0.082 -0.785 -0.938 0.3 -0.3 -0.3
O -6.088 4.478 -5.707 0.2 0.1 -0.4
H -6.212 2.482 -8.940 -0.1 -0.2 0.1
H 0.343 4.498 1.508 -0.2 -0.4 0.2
H -6.438 3.375 -1.560 0.2 0.1 0.0
C 5.728 -2.828 -2.841 0.8 0.4 0.8
H -4.760 0.963 7.462 0.0 0.0 0.0
H -1.442 -1.480 3.153 -0.5 -0.1 -0.3
O 5.197 -1.411 4.712 -0.1 -0.2 0.1
I 2.394 3.582 -5.029 0.0 -0.2 0.0
Cl 3.701 4.456 0.387 0.3 0.0 -0.2
H 6.598 -2.864 -2.227 0.3 0.1 0.3
H -0.168 -1.145 1.961 -0.4 0.1 -0.4
H -7.552 4.104 -2.736 0.0 0.0 0.0
O 6.058 -0.471 6.840 0.2 -0.2 0.1
C 1.885 5.652 2.467 -0.8 0.2 0.3
C 1.790 -3.828 -0.046 0.1 -0.1 -0.6
C 4.815 -1.821 -2.888 -0.1 0.0 -0.4
C 1.971 4.683 0.057 -0.7 0.0 0.3
N 0.629 -3.271 1.762 0.0 -0.4 0.2
S 7.802 -5.901 -0.639 0.0 0.1 0.2
H 2.613 -4.035 -0.692 0.4 -0.2 -0.3
C -1.733 3.706 -3.462 0.3 -0.2 -0.3
H -3.362 2.850 1.635 0.1 0.4 -0.1
H 6.260 2.632 3.992 0.2 -0.1 0.1
H -7.339 4.831 -9.606 -0.2 0.1 -0.1
C 0.568 2.858 -4.168 -0.1 1.0 -0.5
H -1.699 -7.967 3.519 -0.2 0.2 0.0
H -3.489 -0.393 5.891 0.1 0.2 -0.1
H -2.534 4.331 -3.810 -0.4 0.4 0.2
N 0.693 2.626 -2.722 0.5 -0.3 -0.3
C 0.985 2.281 -0.001 -0.5 0.1 -0.2
H 1.528 4.494 -2.433 0.1 0.2 -0.5
H -1.418 3.969 -2.460 0.0 0.4 0.2
O -8.106 1.674 -9.231 0.0 0.2 0.3
H -1.013 3.437 -5.423 0.0 0.1 -0.5
S -1.243 -5.399 5.708 0.0 -0.6 0.0
N 3.895 -2.181 -3.834 -1.2 0.2 -0.2
C 5.660 1.743 4.153 -0.2 -0.2 -0.4
C 7.890 -4.357 1.301 -0.3 0.3 -0.1
H -0.964 0.971 -3.732 -0.4 0.0 -0.2
C -0.081 0.008 -0.215 -0.4 0.3 0.1
O 4.225 0.642 5.630 0.1 -0.1 -0.4
O -4.348 0.381 0.533 -0.3 -0.1 -0.3
C 0.417 -3.834 -0.373 0.6 0.1 -0.2
H 3.023 -0.783 -5.122 0.2 0.1 -0.3
H -7.770 4.120 -8.034 0.1 0.0 0.0
H 0.595 6.075 0.884 -0.2 0.2 -0.3
H 0.399 1.939 -4.680 0.2 -0.6 0.1
C -1.533 0.139 0.312 0.1 0.1 -0.7
C 0.575 -0.488 -3.787 0.1 0.5 0.6
H -2.278 -0.806 7.126 0.0 0.0 0.0
H 1.923 0.114 2.688 0.2 -0.1 -0.4
H -2.392 -8.119 5.854 0.0 0.0 0.0
O 7.250 -5.233 -1.761 -0.1 -0.1 -0.1
O 8.668 -4.861 0.209 0.1 -0.2 0.2
O -4.313 2.865 -5.079 0.3 0.2 -0.2
C -1.343 -7.885 5.666 -0.4 -0.2 -0.1
C 1.379 3.471 -0.622 0.5 0.1 0.8
H -0.014 -4.075 -1.318 -0.2 -0.1 -0.4
H -2.135 2.704 -3.415 -0.2 -0.3 0.0
H -2.084 -0.737 0.003 -0.2 -0.3 0.0
H -0.295 4.818 -4.620 0.2 0.3 0.0
C -0.252 -3.479 0.755 -0.8 -0.2 -0.6
H 2.016 -2.140 -4.725 0.1 -0.6 -0.2
O -2.627 3.350 7.427 0.2 0.2 -0.1
H 0.930 -0.920 4.551 0.2 0.1 0.5
O -2.200 1.141 6.457 -0.3 0.1 0.2
C 1.879 -3.488 1.263 0.4 0.3 0.8
H -7.900 1.717 -3.108 -0.1 0.0 -0.3
H 2.184 4.837 3.102 0.5 -0.3 0.0
C -7.787 3.972 -9.116 0.2 0.1 0.5
C 2.748 -1.461 -4.318 -0.1 0.7 0.5
C 1.119 5.199 1.242 0.5 0.3 -0.1
O -10.353 2.034 -8.332 -0.1 -0.2 0.1
O 2.125 2.655 2.016 1.0 0.3 -0.1
C 1.092 0.606 3.182 0.2 -0.3 1.2
C 0.418 1.294 -0.793 0.2 -0.2 0.3
H 2.512 0.329 -3.177 0.0 0.3 0.2
S -9.571 2.275 -9.486 0.3 0.2 0.0
H 4.777 -0.892 -2.367 -0.1 0.4 0.2
C 4.215 -3.398 -4.337 0.2 -0.4 -0.3
C 1.224 3.582 -1.966 0.0 0.6 0.1
S 5.517 -0.307 5.547 -0.1 0.4 -0.3
H 3.680 2.425 4.711 -0.1 -0.2 0.0
O -6.675 2.353 -4.665 -0.1 0.2 0.0
C 4.554 1.958 5.158 0.1 0.4 0.3
O -9.151 3.820 -9.528 0.1 -0.2 -0.2
C 0.232 -2.841 3.097 -0.3 0.1 -0.9
H -1.842 2.297 0.062 0.4 0.3 -0.3
H -0.498 -3.554 3.443 -0.2 -0.2 0.3
H -6.891 2.647 -10.575 0.0 0.0 0.0
C -3.652 1.348 0.493 -0.1 -0.4 0.1
C -6.900 2.107 -3.267 0.3 -0.2 0.3
C 5.360 -3.815 -3.745 0.1 -0.6 -0.3
O -0.977 -6.762 6.486 0.2 0.0 -0.2
H -6.166 1.374 -2.926 0.0 0.0 0.0
H 3.645 -3.898 -5.085 -0.4 0.0 -0.3
C 2.002 -0.625 -3.276 0.1 -0.2 -0.2
H -0.730 -8.746 5.914 0.1 0.1 0.2
H -2.540 1.303 -1.251 0.2 0.2 -0.4
O -3.132 1.299 8.672 0.3 -0.2 0.0
O 6.454 0.694 4.724 0.0 0.2 0.3
H 0.623 -0.294 0.540 0.1 -0.3 0.4
H 5.269 1.391 3.196 0.0 0.1 0.0
S -5.571 3.484 -4.844 -0.5 -0.3 0.4
H -1.582 0.162 1.382 0.2 0.0 0.5
C -7.119 2.674 -9.507 0.1 0.1 -0.5
C 6.998 -5.516 1.688 0.2 -0.2 0.3
C -0.381 -1.444 2.965 0.4 0.2 1.2
C -3.913 0.406 7.867 -0.4 0.2 -0.3
C 0.270 1.494 -2.163 -0.3 -1.0 0.1
H 1.071 -2.862 3.773 0.4 -0.1 0.0
H 0.144 -1.477 -3.800 -0.2 -0.3 -0.2
H -1.318 -3.400 0.802 -0.4 0.1 0.7
H 2.003 -1.111 -2.307 0.1 -0.2 0.3
H -0.069 -7.425 3.975 0.0 0.0 0.0
H 7.535 -6.252 2.287 0.0 0.0 0.0
O -0.798 1.936 8.325 0.2 0.2 0.1
H 1.515 1.229 3.954 0.1 0.7 -0.1
C -0.383 0.437 -2.995 0.2 0.7 -1.0
H 5.893 -4.714 -3.939 0.2 -0.5 0.0
O -1.557 -6.031 4.274 -0.3 -0.1 0.1
C -1.125 -7.403 4.248 0.5 -0.1 0.0
O -0.019 -4.688 5.628 0.1 0.3 0.2
C -0.608 3.793 -4.488 -0.2 -0.3 0.5
H 0.620 -0.118 -4.804 0.0 -0.1 -0.4
H 7.307 -3.506 0.943 0.0 0.0 0.0
O -10.008 1.898 -10.778 -0.2 0.0 -0.1
H 4.899 2.549 6.008 0.0 0.0 0.0
H 6.108 -5.196 2.221 -0.2 -0.1 -0.2
H -0.474 0.124 4.528 -0.3 0.0 0.1
H -4.276 -0.422 8.466 0.1 0.1 0.2
C 1.201 2.125 1.480 0.0 0.2 0.6
S -2.086 2.085 7.761 -0.3 -0.4 -0.1
H 1.201 6.250 3.055 -0.2 0.2 0.3
C -6.685 3.455 -2.615 -0.4 0.1 0.0
O 0.359 1.376 2.192 -0.3 -0.6 -0.6
O 6.639 -6.125 0.437 0.0 0.3 0.0
```
Forces are in eV/Å.

## Properties
* E_tot: -7135.00908 Ha
* molecular weight: 1441.8 g mol⁻¹
* multiplicity: 1
* total charge: +1

=====

(2)
DFT (the ωB97M-V functional and the def2-TZVPD basis) results for a structure of composition C44H68N4O3Zn.

Structure (XYZ):
```
120
Properties=species:S:1:pos:R:3:forces:R:3
H 2.803 -2.309 5.227 0.0 0.0 0.0
C 2.979 -0.015 -3.837 0.0 0.1 0.0
C -0.726 -2.389 1.225 0.0 -0.1 0.1
Zn 0.664 0.094 0.163 0.1 0.0 0.1
C 0.917 -1.035 2.708 -0.1 -0.2 0.1
H 3.138 2.167 4.066 0.0 0.0 0.0
H -1.885 0.567 -1.485 0.0 0.1 0.0
H 1.186 -6.214 3.150 0.0 0.0 0.0
O 0.797 0.160 -1.804 0.1 -0.1 -0.5
H 1.026 0.880 -4.125 0.0 0.0 0.0
H -1.628 3.238 -1.120 0.0 0.0 0.0
C 3.738 0.263 0.258 0.0 0.1 0.0
C 1.088 0.864 5.166 0.0 0.1 -0.1
H -3.022 1.219 -0.295 0.0 0.0 0.0
N -0.966 1.601 0.063 0.0 0.2 -0.1
H 2.768 -4.005 6.499 0.0 0.0 0.0
H -1.429 1.440 2.114 0.0 0.0 0.0
H 1.032 -4.347 6.478 0.0 0.0 0.0
H 4.946 -4.305 -2.845 0.0 0.0 0.0
N -0.832 -1.384 0.133 -0.3 -0.3 -0.1
H 4.206 -0.633 5.153 0.0 0.0 0.0
C 2.010 -5.864 -3.777 0.0 0.0 0.1
C 2.974 -5.702 -1.470 0.0 0.1 -0.1
C -0.815 -1.996 -1.222 0.0 0.0 -0.1
H 3.655 -5.150 -0.820 0.0 0.0 0.1
C 3.506 1.116 -2.942 -0.1 -0.1 0.0
H 7.521 3.047 -0.484 0.0 0.0 -0.1
C 2.118 -2.292 4.391 0.1 -0.1 -0.1
H 0.052 3.331 -0.549 0.0 0.0 0.0
H 9.535 1.061 0.686 0.0 0.0 0.0
O 5.922 2.079 1.117 0.0 -0.1 0.0
H 8.605 2.039 -1.456 0.0 0.0 0.0
H 1.378 1.764 5.715 0.0 0.0 0.0
C -2.075 -0.609 0.310 0.0 0.3 0.0
H -2.199 -0.420 1.376 0.0 -0.1 0.0
H 6.442 -1.580 1.049 0.0 0.0 0.0
C 7.163 0.023 -1.578 0.1 -0.1 0.1
H 1.001 -5.972 -3.375 0.0 0.0 0.0
H 4.131 -4.309 4.373 0.0 0.0 0.0
C 4.307 -4.975 -3.424 -0.1 0.0 0.0
H 3.779 1.976 -3.560 0.0 0.0 0.0
C 2.383 -1.190 -3.049 0.0 0.1 0.1
H -1.686 -2.404 1.753 -0.1 -0.1 -0.1
H -0.362 2.208 -1.851 0.0 0.0 0.0
H 2.369 -2.675 0.370 -0.3 -0.1 0.1
H 3.438 1.291 0.095 0.0 0.0 0.0
C 1.122 -5.991 4.216 0.0 0.1 0.0
H 4.967 -0.855 -4.135 0.0 0.0 -0.1
H 9.290 -0.428 -1.530 0.0 0.0 0.0
C -0.717 2.658 -0.925 0.0 0.0 -0.1
C 5.419 -1.330 0.800 0.0 0.1 -0.1
H 0.620 0.165 5.862 0.0 0.0 0.0
H 3.761 -2.606 -3.831 0.0 0.0 0.1
C -2.046 0.729 -0.420 0.0 -0.2 0.0
H 2.000 -5.749 -0.980 0.0 0.0 0.0
C 3.133 -1.926 0.475 0.1 0.1 0.0
H 3.487 -5.339 3.080 0.0 0.0 0.0
C 8.335 -0.942 -1.411 -0.1 0.1 0.0
H 3.917 0.863 3.173 0.1 0.0 -0.1
H -0.506 2.862 1.671 0.0 0.0 0.0
H 4.303 -4.645 -4.465 0.0 0.0 0.0
H 8.461 2.140 1.595 0.0 0.0 0.0
H 2.310 1.433 2.686 0.0 0.0 -0.1
H 1.935 -5.388 -4.757 0.0 0.0 0.0
H 3.847 -6.035 4.668 0.0 0.0 0.0
H 0.238 -4.367 2.536 0.0 0.0 0.0
C 1.068 -3.453 -2.044 0.0 0.0 0.0
C 2.875 -2.480 -3.227 0.0 -0.1 0.1
C 2.033 -4.824 4.608 0.1 0.0 0.0
H -1.347 -1.313 -1.886 0.0 0.0 0.1
H -1.371 -2.941 -1.216 0.0 0.0 0.1
H 0.082 -5.774 4.468 0.0 0.0 0.0
H -2.940 -1.188 -0.036 0.0 0.0 0.0
H -2.241 2.792 1.271 0.0 0.0 0.0
C 0.551 -2.190 -1.819 0.0 0.1 0.2
H 8.316 -1.400 -0.422 0.0 0.0 0.0
H 3.765 0.889 5.931 0.0 0.0 0.0
H 2.224 1.374 -5.337 0.0 0.0 0.0
C 1.809 -1.067 3.819 0.1 0.0 0.1
H 4.745 -5.975 -3.392 0.0 0.0 0.0
H 9.758 2.818 0.601 0.0 0.0 0.0
H 7.272 0.558 -2.526 -0.1 0.0 0.0
C -1.315 2.207 1.352 0.0 -0.1 0.1
C 3.466 -5.148 4.156 -0.1 0.0 0.0
C 1.859 0.535 -4.738 0.0 0.0 0.1
O 0.597 0.097 2.100 -0.1 0.2 0.4
H 2.203 -5.670 6.599 0.0 0.0 0.0
C 2.313 0.218 4.496 -0.1 0.1 -0.1
C 2.285 -3.624 -2.690 0.1 0.0 0.0
C 1.252 -1.023 -2.211 0.0 -0.1 -0.2
C 2.890 -5.019 -2.844 0.0 -0.1 0.0
H 0.491 -4.315 -1.720 0.0 0.0 0.0
C 3.372 -0.062 5.569 -0.1 0.0 0.0
C 4.145 -0.448 -4.730 -0.1 0.0 0.0
C 0.703 -3.459 2.904 0.0 0.0 0.0
H 1.422 -6.889 4.760 0.0 0.0 0.0
H 4.520 0.424 -5.269 0.0 0.0 0.0
C 2.955 1.231 3.533 -0.1 -0.2 0.0
H 8.277 -1.733 -2.160 0.0 0.0 0.0
N 7.074 1.013 -0.513 0.0 0.0 0.1
H 0.354 1.141 4.406 0.0 0.0 0.0
C 8.056 2.096 -0.516 0.0 0.1 0.2
C 5.077 -0.028 0.459 0.0 0.0 0.1
H 4.642 -3.313 1.084 0.0 -0.1 0.0
C 6.062 1.104 0.393 -0.1 0.2 -0.1
H 2.438 -6.861 -3.906 0.0 0.0 0.0
H 3.348 -6.723 -1.578 0.0 0.0 0.0
C 9.016 2.021 0.667 -0.1 0.0 -0.1
C 2.008 -4.699 6.139 0.0 0.0 -0.1
C 4.425 -2.289 0.819 0.0 -0.1 -0.1
H -0.621 -3.377 0.771 0.0 0.0 0.0
C 1.597 -3.512 3.957 0.0 -0.1 0.0
H 2.749 1.426 -2.227 0.0 0.0 0.1
N 2.779 -0.660 0.237 0.1 0.0 0.2
H 6.228 -0.531 -1.628 0.0 0.0 0.0
H 4.401 0.790 -2.406 0.0 0.0 0.1
C 0.354 -2.260 2.290 0.2 0.1 -0.2
H 1.500 -0.243 -5.414 0.0 0.0 0.0
H 3.841 -1.193 -5.467 0.0 0.0 0.0
H 2.969 -0.604 6.428 0.0 0.0 0.0
```
Forces are in eV/Å.

## Properties
* E_tot: -3941.59306 Ha
* molecular weight: 766.4 g mol⁻¹
* multiplicity: 1
* total charge: 0

=====

Number 1: orbital gap 5.34 eV. Number 2: orbital gap 7.54 eV.